{
  "formula": "C5H4FNO",
  "method": "wB97M-V/def2-TZVPD",
  "max_force_ha_per_bohr": 0.088,
  "total_energy_ev": -11502.433,
  "smiles": "NC1=CC(=O)C(F)=C1",
  "de_lowest_ev": 2.140,
  "spin_multiplicity": 1,
  "homo_lumo_gap_ev": 8.32,
  "e_homo_ev": -8.606,
  "elements": ["C", "C", "C", "C", "C", "H", "H", "H", "H", "N", "O", "F"],
  "xyz": [[0.637, -0.317, -0.086], [-0.246, -0.379, -1.179], [-1.527, 0.045, -0.648], [-1.283, 0.683, 0.651], [-0.010, 0.643, 0.919], [2.249, -1.341, -0.591], [2.389, -0.414, 0.954], [0.048, -0.889, -2.161], [0.688, 0.956, 1.787], [1.968, -0.481, 0.034], [-2.686, 0.170, -1.000], [-2.227, 1.325, 1.320]]
}



{
  "formula": "C5H4INO",
  "method": "wB97M-V/def2-TZVPD",
  "max_force_ha_per_bohr": 0.085,
  "total_energy_ev": -16885.033,
  "smiles": "N#CC(=O)C1(I)CC1",
  "de_lowest_ev": 1.484,
  "spin_multiplicity": 1,
  "homo_lumo_gap_ev": 8.97,
  "e_homo_ev": -9.608,
  "elements": ["C", "C", "C", "C", "C", "N", "O", "I", "H", "H", "H", "H"],
  "xyz": [[0.321, 2.299, -0.170], [-0.641, 1.235, 0.130], [0.655, -0.944, -0.696], [0.611, -1.166, 0.733], [-0.465, -0.325, 0.045], [0.607, 3.353, -0.580], [-1.747, 1.677, 0.333], [-2.485, -1.044, -0.151], [0.397, -1.915, -1.173], [1.387, -0.282, -1.140], [0.198, -2.226, 1.072], [1.161, -0.661, 1.596]]
}



{
  "formula": "C5H4INO2",
  "method": "wB97M-V/def2-TZVPD",
  "max_force_ha_per_bohr": 0.156,
  "total_energy_ev": -18932.362,
  "smiles": "Cc1ncoc1C(=O)I",
  "de_lowest_ev": 2.210,
  "spin_multiplicity": 1,
  "homo_lumo_gap_ev": [7.81, 7.81],
  "e_homo_ev": [-8.890, -8.889],
  "elements": ["C", "C", "C", "C", "C", "N", "O", "O", "I", "H", "H", "H", "H"],
  "xyz": [[1.080, -0.618, 1.672], [-0.301, 0.677, 0.544], [0.337, -0.718, -0.363], [-1.223, 1.637, 0.206], [0.098, -1.021, -1.753], [1.171, -1.215, 0.512], [-1.722, 1.878, -0.854], [0.240, 0.414, 1.703], [-1.480, 3.002, 1.980], [1.642, -1.022, 2.551], [-0.876, -1.359, -2.150], [0.140, 0.081, -2.021], [0.893, -1.735, -2.028]]
}



{
  "formula": "C5H4KNaO6",
  "method": "wB97M-V/def2-TZVPD",
  "total_charge": 1,
  "max_force_ha_per_bohr": 0.069,
  "total_energy_ev": -38271.982,
  "spin_multiplicity": 2,
  "homo_lumo_gap_ev": [8.22, 7.67],
  "s2": 0.76,
  "e_homo_ev": [-11.729, -11.752],
  "elements": ["O", "C", "O", "O", "K", "O", "C", "O", "O", "C", "C", "C", "Na", "H", "H", "H", "H"],
  "xyz": [[-0.922, -6.276, -3.185], [-0.158, -5.423, -3.303], [0.640, -4.581, -3.407], [0.848, 0.248, -1.409], [1.962, -2.049, -3.133], [-1.177, 2.784, 3.159], [-0.389, 2.346, 2.295], [0.700, 1.765, 2.504], [-0.807, 2.502, 1.001], [0.097, 2.129, -0.010], [-0.507, -0.188, 0.464], [0.065, 0.650, -0.541], [0.287, 2.039, 4.765], [1.130, 2.454, 0.170], [-0.174, 2.742, -0.883], [-1.395, 0.094, 1.028], [-0.200, -1.235, 0.484]]
}



{
  "formula": "C5H4MgNaO6",
  "method": "wB97M-V/def2-TZVPD",
  "total_charge": 2,
  "max_force_ha_per_bohr": 0.095,
  "total_energy_ev": -27378.826,
  "de_lowest_ev": 0.000,
  "spin_multiplicity": 2,
  "homo_lumo_gap_ev": [4.51, 4.48],
  "s2": 0.75,
  "e_homo_ev": [-14.043, -14.041],
  "elements": ["O", "C", "O", "O", "Mg", "O", "C", "O", "O", "C", "C", "C", "Na", "H", "H", "H", "H"],
  "xyz": [[0.369, -6.062, -3.363], [0.168, -5.041, -2.893], [-0.058, -4.006, -2.396], [-0.870, -1.008, -0.048], [-0.483, -2.342, -1.354], [2.049, 2.848, -1.831], [0.823, 2.711, -1.650], [-0.069, 3.272, -2.329], [0.451, 1.987, -0.564], [-0.831, 1.404, -0.604], [-1.432, 0.573, 1.594], [-0.866, 0.168, 0.354], [1.844, 4.645, -3.853], [-1.501, 2.257, -0.412], [-1.285, 1.065, -1.547], [-2.458, 0.931, 1.665], [-0.872, 0.324, 2.495]]
}



{
  "formula": "C5H4N",
  "method": "wB97M-V/def2-TZVPD",
  "total_charge": 1,
  "max_force_ha_per_bohr": 0.056,
  "total_energy_ev": -6725.530,
  "de_lowest_ev": 2.810,
  "spin_multiplicity": 1,
  "homo_lumo_gap_ev": 10.09,
  "e_homo_ev": -15.752,
  "elements": ["C", "C", "C", "C", "C", "N", "H", "H", "H", "H"],
  "xyz": [[-1.135, 0.097, -0.694], [0.034, 0.561, -0.769], [-0.057, -0.434, 0.586], [-1.455, -0.825, 0.437], [1.439, 0.857, -0.486], [1.131, -0.191, 0.852], [-2.171, -0.462, 1.175], [-1.664, -1.853, 0.149], [2.194, 0.397, -1.117], [1.685, 1.855, -0.133]]
}



{
  "formula": "C5H4N",
  "method": "wB97M-V/def2-TZVPD",
  "total_charge": 1,
  "max_force_ha_per_bohr": 0.097,
  "total_energy_ev": -6722.796,
  "de_lowest_ev": 5.544,
  "spin_multiplicity": 1,
  "homo_lumo_gap_ev": [8.26, 8.26],
  "e_homo_ev": [-15.976, -15.976],
  "elements": ["C", "C", "C", "C", "C", "N", "H", "H", "H", "H"],
  "xyz": [[2.486, 0.555, -0.055], [3.144, -0.747, -0.068], [1.563, 1.377, 0.247], [0.031, 0.932, -0.211], [0.493, -0.637, 0.147], [1.900, -0.675, -0.037], [-0.617, 1.246, 0.599], [-0.286, 1.150, -1.229], [0.231, -0.951, 1.200], [-0.103, -1.376, -0.511]]
}



{
  "formula": "C5H4N",
  "method": "wB97M-V/def2-TZVPD",
  "total_charge": 1,
  "max_force_ha_per_bohr": 0.113,
  "total_energy_ev": -6723.283,
  "de_lowest_ev": 5.057,
  "spin_multiplicity": 1,
  "homo_lumo_gap_ev": [7.76, 7.75],
  "e_homo_ev": [-15.913, -15.912],
  "elements": ["C", "C", "C", "C", "C", "N", "H", "H", "H", "H"],
  "xyz": [[1.766, 1.383, -1.725], [2.577, 0.403, -1.851], [-0.240, 0.962, -0.114], [0.678, 1.470, -1.000], [-0.663, -1.142, 0.920], [0.107, -0.288, 0.243], [-1.318, 1.422, 0.131], [-0.064, -1.826, 1.596], [-1.552, -0.641, 1.501], [-1.291, -1.743, 0.299]]
}



{
  "formula": "C5H4N2",
  "method": "wB97M-V/def2-TZVPD",
  "max_force_ha_per_bohr": 0.018,
  "total_energy_ev": -8224.737,
  "de_lowest_ev": 4.757,
  "spin_multiplicity": 1,
  "homo_lumo_gap_ev": [8.68, 8.68],
  "e_homo_ev": [-8.657, -8.657],
  "elements": ["C", "C", "C", "C", "C", "N", "N", "H", "H", "H", "H"],
  "xyz": [[2.871, -1.001, 0.325], [1.674, -1.084, 0.724], [0.457, -0.521, 0.439], [-0.649, -0.944, -0.395], [-1.348, 0.171, -0.695], [-0.888, 1.265, 0.033], [0.181, 0.760, 0.754], [-0.563, 2.033, -0.551], [-0.808, -1.949, -0.756], [-2.147, 0.324, -1.408], [0.762, 1.358, 1.320]]
}



{
  "formula": "C5H4N2",
  "method": "wB97M-V/def2-TZVPD",
  "max_force_ha_per_bohr": 0.013,
  "total_energy_ev": -8222.352,
  "de_lowest_ev": 7.141,
  "spin_multiplicity": 1,
  "homo_lumo_gap_ev": [7.41, 7.51],
  "e_homo_ev": [-8.622, -8.969],
  "elements": ["C", "C", "C", "N", "C", "C", "N", "H", "H", "H", "H"],
  "xyz": [[1.411, 0.996, 0.248], [1.353, -0.249, -0.145], [0.237, -0.842, -0.650], [-1.168, -1.090, 0.947], [-1.127, -0.378, -0.202], [-0.919, 1.315, -0.196], [0.181, 1.804, -0.122], [2.101, 1.546, 0.878], [0.233, -1.634, -1.393], [-0.355, -0.852, 1.518], [-1.947, -0.615, -0.884]]
}



{
  "formula": "C5H4N2",
  "method": "wB97M-V/def2-TZVPD",
  "max_force_ha_per_bohr": 0.051,
  "total_energy_ev": -8224.215,
  "de_lowest_ev": 5.278,
  "spin_multiplicity": 1,
  "homo_lumo_gap_ev": [6.64, 7.90],
  "e_homo_ev": [-7.895, -8.914],
  "elements": ["C", "C", "C", "C", "C", "N", "N", "H", "H", "H", "H"],
  "xyz": [[2.628, -0.038, -0.031], [-0.402, -0.645, -0.446], [0.102, 0.660, 0.256], [0.590, -1.559, -0.114], [1.317, -0.399, 0.194], [3.744, 0.250, -0.075], [0.134, 1.862, -0.354], [-1.012, -0.615, -1.330], [-0.236, 0.615, 1.303], [0.769, -2.605, -0.185], [-0.155, 2.619, 0.255]]
}



{
  "formula": "C5H4N2",
  "method": "wB97M-V/def2-TZVPD",
  "max_force_ha_per_bohr": 0.043,
  "total_energy_ev": -8226.475,
  "smiles": "C#Cc1ccn[nH]1",
  "de_lowest_ev": 3.019,
  "spin_multiplicity": 1,
  "homo_lumo_gap_ev": 9.68,
  "e_homo_ev": -8.879,
  "elements": ["C", "C", "C", "C", "C", "N", "N", "H", "H", "H", "H"],
  "xyz": [[0.037, -0.844, -2.622], [0.209, -0.659, -1.443], [0.257, -0.234, -0.078], [-0.056, 1.048, 0.295], [-0.370, 1.030, 1.654], [-0.100, -0.166, 2.189], [0.347, -0.989, 1.028], [-0.098, -1.000, -3.672], [0.127, 1.904, -0.316], [-0.843, 1.915, 2.134], [0.489, -2.005, 0.832]]
}